C26H28N2 | ωB97M-V/def2-TZVPD

```
56
C26H28N2 (ωB97M-V/def2-TZVPD)
C 0.708 -2.015 -3.297
C -0.499 -1.986 -2.737
N -1.418 -0.948 -2.684
C -0.932 0.400 -2.905
C -0.117 0.888 -1.705
N -0.909 0.818 -0.486
C -0.129 1.352 0.634
C -0.652 0.899 1.979
C -1.804 1.450 2.525
C -2.267 1.027 3.758
C -1.584 0.048 4.460
C -0.436 -0.507 3.922
C 0.027 -0.082 2.690
C -0.133 2.864 0.595
C -1.159 3.561 -0.030
C -1.180 4.944 -0.013
C -0.181 5.647 0.639
C 0.843 4.958 1.268
C 0.868 3.575 1.244
C -1.406 -0.530 -0.273
C -2.236 -0.958 -1.486
C 1.590 -3.229 -3.138
C 1.958 -3.328 -1.679
C 2.724 -2.328 -1.087
C 2.985 -2.345 0.270
C 2.489 -3.369 1.061
C 1.737 -4.375 0.482
C 1.470 -4.351 -0.877
H 1.142 -1.155 -3.781
H -0.867 -2.891 -2.267
H -0.329 0.430 -3.812
H -1.802 1.047 -3.045
H 0.189 1.925 -1.858
H 0.791 0.264 -1.616
H 0.919 1.000 0.558
H -2.337 2.214 1.979
H -3.162 1.464 4.174
H -1.945 -0.280 5.424
H 0.101 -1.273 4.463
H 0.923 -0.523 2.273
H -1.935 3.004 -0.534
H -1.980 5.476 -0.507
H -0.200 6.726 0.659
H 1.625 5.501 1.779
H 1.668 3.040 1.737
H -2.031 -0.538 0.621
H -0.582 -1.255 -0.132
H -2.645 -1.957 -1.328
H -3.062 -0.256 -1.630
H 2.488 -3.121 -3.748
H 1.068 -4.136 -3.448
H 3.112 -1.526 -1.699
H 3.578 -1.558 0.715
H 2.691 -3.383 2.122
H 1.352 -5.180 1.091
H 0.875 -5.137 -1.320
```

Output
Orbital gap   8.36 eV
Energy relative to the best compared isomer or geometry (same formula, charge and spin)   0.0 kJ/mol
Highest occupied orbital energy   -7.56 eV
DFT total energy   -30396.25383 eV
SMILES   C(=C\N1CCN(C(c2ccccc2)c2ccccc2)CC1)/Cc1ccccc1